No. 1
C48H44N6O3PS7Ti | the ωB97M-V functional and the def2-TZVPD basis

Geometry as XYZ:
```
110
Properties=species:S:1:pos:R:3:forces:R:3
Ti 0.428 -1.694 1.269 6.0 -1.4 -4.4
S 1.378 -4.023 1.958 -1.2 0.1 0.6
C 2.736 -3.942 0.982 0.8 -0.1 -0.1
N 3.278 -2.880 0.471 -2.3 1.1 0.3
C 4.437 -3.095 -0.135 2.9 0.2 -0.8
C 5.257 -2.088 -0.768 -2.1 -2.9 1.4
C 6.494 -2.462 -1.226 0.1 1.7 -0.3
C 7.014 -3.733 -1.015 1.2 -0.3 0.5
C 6.213 -4.708 -0.378 1.6 -0.3 -1.1
C 4.936 -4.405 0.005 -0.6 0.0 -0.3
S 3.693 -5.406 0.715 0.5 0.1 0.1
H 4.716 -1.180 -0.761 0.3 1.4 -0.6
H 7.049 -1.639 -1.704 0.2 -0.7 0.2
H 8.142 -3.830 -1.187 -1.9 -0.4 0.0
H 6.592 -5.725 -0.269 0.0 0.2 0.2
N 0.612 -0.275 -0.311 0.7 1.3 0.3
S 0.759 0.958 -1.107 -1.1 -2.0 -1.7
N -0.481 1.826 -1.552 -0.5 -0.3 -0.3
S -1.773 1.232 -2.317 0.8 0.9 -0.4
N -2.430 0.015 -1.599 -0.5 -2.0 1.7
S -2.233 -0.188 0.011 2.0 0.7 -0.5
N -0.976 -1.444 1.948 -4.4 1.2 2.5
C -2.701 1.298 0.840 4.8 -1.7 0.5
C -3.959 1.616 0.960 -4.4 -6.4 -2.8
C -4.363 2.679 1.569 0.4 3.4 1.1
C -3.373 3.590 1.943 -1.3 0.0 -0.2
C -2.072 3.299 1.871 -0.6 -7.4 -1.7
C -1.681 1.898 1.556 -3.3 3.7 -1.6
C -3.389 -1.334 0.399 -3.4 -5.2 -1.0
C -3.781 -1.619 1.849 -2.5 -2.0 -3.7
C -4.638 -2.676 2.227 -0.1 -0.7 -2.0
C -5.038 -3.582 1.054 0.2 2.9 4.6
C -4.732 -3.242 -0.325 -1.5 -0.7 -0.3
C -3.732 -2.288 -0.642 4.1 1.8 -0.3
C -1.310 0.497 -3.897 1.2 2.3 1.1
C -1.287 1.441 -4.906 -2.4 1.7 2.1
C -0.804 0.954 -6.041 0.6 -4.5 -2.9
C -0.416 -0.444 -6.168 -1.0 2.8 -5.1
C -0.403 -1.235 -5.125 3.7 -3.5 1.5
C -0.513 -0.616 -3.922 -1.9 -0.5 1.4
C -2.819 2.561 -2.294 8.2 1.9 5.1
C -2.243 3.692 -1.393 2.1 0.6 -3.1
C -2.960 4.827 -1.330 -2.7 -2.4 -2.4
C -4.355 4.836 -1.851 0.3 2.3 4.0
C -4.872 3.734 -2.485 -2.2 1.6 0.2
C -3.983 2.816 -2.763 -5.7 -8.2 -4.9
C 1.715 0.649 -2.685 0.8 -4.7 2.9
C 1.889 1.312 -3.800 0.9 1.8 -1.2
C 2.931 0.837 -4.771 -2.3 -1.2 4.2
C 3.683 -0.270 -4.670 0.1 -4.3 0.9
C 3.314 -1.134 -3.457 -1.7 5.2 -2.4
C 2.359 -0.694 -2.578 1.2 3.8 -2.8
C 1.742 2.174 -0.427 1.4 2.4 1.1
C 2.623 1.713 0.555 1.0 3.4 -0.8
C 3.540 2.532 1.213 -0.2 0.6 -0.2
C 3.476 3.964 0.970 -1.7 -4.6 -1.6
C 2.644 4.417 -0.013 -2.2 0.0 -1.3
C 1.779 3.528 -0.728 0.2 1.8 -1.4
H -4.587 0.573 0.693 0.5 3.6 0.4
H -5.365 2.839 1.619 -2.7 0.8 0.7
H -3.545 4.482 2.469 -0.9 1.3 0.2
H -1.472 3.848 2.377 4.3 3.7 2.9
H -1.004 1.204 1.928 2.7 -0.1 0.0
H -3.074 -1.216 2.420 2.0 2.1 3.2
H -4.958 -2.999 3.389 1.3 1.0 -3.5
H -5.206 -4.512 1.614 -0.7 -0.4 -1.8
H -4.916 -4.105 -0.875 1.7 -2.5 -1.0
H -2.944 -2.490 -1.721 -3.0 1.2 3.5
H -5.506 -3.045 -1.474 -0.4 1.0 2.1
H -1.158 1.165 -7.017 0.5 2.1 -1.2
H -0.221 -0.748 -7.265 -0.2 0.0 1.9
H 0.201 -2.186 -5.051 -1.0 0.7 -0.6
H 0.055 -1.056 -3.154 -0.5 -0.7 1.6
H -1.116 3.852 -1.475 -1.7 -0.5 0.8
H -2.573 5.776 -1.427 1.5 2.0 1.3
H -4.914 5.385 -1.047 -0.5 0.2 -1.5
H -5.927 3.578 -2.750 0.6 0.4 0.1
H -4.446 1.717 -3.224 0.9 3.1 0.5
H 1.329 2.305 -3.917 1.0 -1.5 -0.4
H 2.825 1.586 -5.372 1.0 3.6 -5.2
H 4.387 -0.837 -5.494 -1.7 2.2 2.1
H 3.686 -2.042 -3.269 1.8 -3.3 0.3
H 2.235 -1.187 -1.713 -0.8 -2.1 2.9
H 2.554 0.731 0.723 0.2 -3.7 1.1
H 4.244 2.039 1.937 -1.0 0.9 -0.6
H 3.676 4.573 1.724 2.2 2.8 2.9
H 2.386 5.488 -0.223 0.8 -0.9 0.5
H 1.218 4.086 -1.554 0.3 -1.5 1.2
C 0.959 -3.060 6.423 1.5 1.0 0.3
C 0.876 -2.102 5.260 1.7 0.7 -0.5
O 1.473 -0.764 5.583 -0.2 -1.8 0.4
P 1.960 0.247 4.420 0.2 -0.6 0.0
S 3.159 1.624 5.150 -0.3 -0.4 -0.1
S 2.549 -0.889 2.861 -0.3 0.4 -0.3
O 0.544 0.853 3.993 -0.7 -0.6 -0.9
C -0.384 1.335 4.929 -0.1 -0.4 3.0
C -1.819 0.837 4.654 1.8 1.6 -4.3
H 0.162 -3.759 6.294 -0.6 -0.6 0.4
H 0.955 -2.488 7.366 -0.3 -0.6 -0.2
H 1.923 -3.597 6.326 -0.5 0.2 0.4
H -0.131 -1.981 4.909 -0.5 0.4 -0.2
H 1.492 -2.580 4.475 -0.6 0.7 0.0
H -0.122 2.373 4.986 -1.0 1.1 -0.2
H -0.188 1.020 6.009 0.4 -0.1 -1.3
H -1.796 0.998 3.388 -1.2 -1.0 4.1
H -2.593 1.407 5.156 0.0 0.3 -0.1
H -1.878 -0.193 4.943 -0.1 -0.6 -0.2
O -0.700 -4.558 -2.026 -0.1 -0.8 -0.4
C -0.361 -3.745 -1.233 0.5 2.7 1.7
N -0.058 -2.828 -0.503 -0.6 -1.7 -0.5
```
Forces are in eV/Å.

Output
net charge: -2
energy relative to the best compared isomer or geometry (same formula, charge and spin): 0.000 eV
E: -6387.0042 Eh
LUMO energy (spin up / spin down): 3.76 / 1.83 eV
2S+1: 4
F_max: 11.16 eV Å⁻¹
<S²>: 3.849

---

No. 2
C48H45IrN2P4S2 | the ωB97M-V functional and the def2-TZVPD basis

Geometry as XYZ:
```
102
Properties=species:S:1:pos:R:3:forces:R:3
Ir -0.044 -0.456 -0.268 -0.1 0.1 0.0
S 2.591 1.263 2.696 -0.1 0.0 0.0
P 0.704 1.814 2.294 0.0 -0.1 0.7
C 0.023 1.431 0.809 -0.6 0.4 -0.3
P 0.209 2.395 -0.568 -0.4 0.0 0.0
S 1.316 1.459 -1.960 -0.1 0.1 0.1
C -1.465 2.763 -1.268 0.3 0.0 -0.2
C -1.640 3.085 -2.612 -0.2 0.0 -0.1
C -2.892 3.475 -3.091 0.3 -0.1 0.0
C -3.973 3.563 -2.223 0.0 0.0 0.0
C -3.805 3.239 -0.884 0.2 -0.1 0.1
C -2.555 2.830 -0.417 -0.3 0.2 0.2
C 0.801 4.111 -0.295 0.4 -0.1 -0.3
C -0.037 5.190 -0.037 0.0 0.3 0.0
C 0.495 6.458 0.195 -0.1 -0.3 -0.1
C 1.868 6.653 0.161 0.0 0.1 0.0
C 2.710 5.588 -0.112 0.0 -0.3 -0.1
C 2.177 4.322 -0.343 0.1 0.2 0.1
C 0.514 3.598 2.787 -0.1 -0.3 0.0
C -0.748 4.177 2.874 -0.2 0.2 0.1
C -0.919 5.466 3.365 0.0 -0.3 -0.1
C 0.184 6.201 3.771 0.0 0.1 0.0
C 1.447 5.644 3.674 0.1 -0.3 -0.2
C 1.610 4.342 3.185 0.2 0.4 0.2
C -0.386 1.101 3.628 0.2 0.1 -0.2
C 0.155 0.671 4.831 -0.1 -0.1 0.4
C -0.673 0.287 5.891 0.3 0.1 -0.2
C -2.050 0.355 5.756 -0.1 0.0 0.0
C -2.601 0.768 4.550 0.1 0.1 -0.2
C -1.769 1.116 3.487 -0.3 0.0 0.0
H -0.786 3.019 -3.279 0.0 0.0 0.0
H -3.018 3.722 -4.139 0.0 0.0 0.0
H -4.944 3.876 -2.591 0.0 0.0 0.0
H -4.647 3.294 -0.203 0.0 0.0 0.0
H -2.404 2.552 0.622 -0.1 0.0 -0.1
H -1.111 5.045 -0.003 0.0 0.0 0.0
H -0.167 7.289 0.409 0.0 0.0 0.0
H 2.281 7.638 0.355 0.0 0.0 0.0
H 3.783 5.736 -0.142 0.0 0.0 0.0
H 2.826 3.479 -0.552 0.0 0.0 0.0
H -1.616 3.619 2.547 0.0 0.0 0.0
H -1.914 5.894 3.424 0.0 0.0 0.0
H 0.058 7.209 4.152 0.0 0.0 0.0
H 2.318 6.214 3.978 0.0 0.0 0.0
H 2.593 3.893 3.115 0.0 0.0 0.0
H 1.235 0.653 4.929 0.0 0.0 0.0
H -0.236 -0.048 6.825 0.0 0.0 0.0
H -2.695 0.074 6.582 0.0 0.0 0.0
H -3.678 0.809 4.430 0.0 0.0 0.0
H -2.186 1.391 2.524 0.0 0.0 0.0
C -2.363 -2.226 2.893 0.0 -0.1 0.1
P -1.246 -1.810 1.474 0.3 -0.1 -0.3
C 0.344 -2.402 2.213 0.3 0.3 -0.1
C -1.841 -3.141 0.331 0.1 0.2 0.6
C -1.981 -4.472 0.690 -0.2 -0.4 0.0
C -2.457 -5.416 -0.223 0.2 0.2 0.5
C -2.808 -5.010 -1.493 -0.1 0.1 -0.3
C -2.671 -3.674 -1.855 0.1 0.1 0.0
C -2.174 -2.735 -0.949 -0.5 0.2 -0.9
P -1.884 -0.946 -1.395 1.1 -1.0 0.3
C -3.543 -0.308 -1.067 -0.1 0.4 0.1
C -1.787 -0.981 -3.203 -0.2 0.2 -0.1
H -2.171 -3.241 3.260 0.0 0.0 0.0
H -3.404 -2.164 2.571 0.0 0.0 0.0
H -2.196 -1.518 3.699 0.0 0.0 0.1
H 0.429 -3.468 2.014 0.0 -0.1 0.1
H 0.301 -2.255 3.295 0.0 0.0 0.1
H 1.648 -0.755 1.956 0.0 -0.1 0.2
H -1.696 -4.793 1.687 0.0 0.0 0.0
H -2.545 -6.457 0.063 0.0 0.0 0.0
H -3.183 -5.730 -2.212 0.0 0.0 0.0
H -2.920 -3.374 -2.867 0.0 0.0 0.1
H -4.254 -0.968 -1.566 -0.1 0.0 0.0
H -3.643 0.712 -1.437 0.0 -0.1 0.0
H -3.734 -0.309 0.010 0.0 0.0 -0.1
H -2.731 -1.272 -3.670 0.0 0.0 0.0
H -0.992 -1.669 -3.490 -0.1 0.0 0.0
H -1.511 0.022 -3.536 0.0 0.0 0.0
N 1.471 -1.698 1.594 -0.1 -0.2 -0.1
C 2.689 -2.387 1.369 -0.2 0.1 0.1
C 3.652 -1.765 0.568 0.1 0.0 0.0
C 4.843 -2.407 0.284 0.0 -0.1 0.0
C 5.105 -3.685 0.784 0.0 0.1 0.0
C 4.154 -4.301 1.579 -0.1 0.1 0.0
C 2.951 -3.656 1.877 0.2 -0.1 -0.1
H 3.434 -0.781 0.164 0.0 0.0 0.0
H 5.571 -1.912 -0.351 -0.1 0.0 0.1
H 6.037 -4.189 0.551 -0.1 0.1 0.0
H 4.344 -5.287 1.989 0.0 0.0 0.0
H 2.231 -4.152 2.515 0.1 0.0 0.0
N 2.646 -6.013 -4.614 0.0 0.1 0.1
C 2.274 -5.165 -3.929 -0.2 0.5 0.4
C 1.799 -4.094 -3.064 0.2 -0.5 -0.3
C 1.786 -2.775 -3.506 0.0 0.2 0.0
C 1.295 -1.764 -2.689 0.3 -0.2 0.0
C 0.792 -1.997 -1.392 -0.6 -0.4 -0.4
C 0.853 -3.344 -0.985 0.3 0.1 -0.1
C 1.338 -4.370 -1.779 0.0 0.0 0.1
H 2.157 -2.543 -4.499 0.0 0.0 0.1
H 1.306 -0.755 -3.074 -0.1 0.0 -0.1
H 0.526 -3.617 0.003 -0.1 -0.1 0.0
H 1.354 -5.390 -1.411 0.0 0.1 0.0
```
Forces are in eV/Å.

Output
net charge: -1
energy relative to the best compared isomer or geometry (same formula, charge and spin): 0.045 eV
E: -4231.8690 Eh
LUMO energy (spin up / spin down): 2.27 / 2.26 eV
2S+1: 2
F_max: 1.50 eV Å⁻¹
<S²>: 0.760